No. 1
Here is C2H5OP in the gas phase at a distorted geometry from the Open Molecules 2025 dataset. Energies are from ωB97M-V/def2-TZVPD.

## Properties
**E_HOMO**: -9.7745 eV
**LUMO energy**: -0.320 eV
**Max |F|**: 5.55 eV Å⁻¹
**Molar mass**: 76.0 g/mol
**HOMO-LUMO gap**: 0.347 Eh
**ΔE to the lowest compared entry with this formula, charge and spin**: 54.39 kcal/mol

```
! RIJCOSX wB97M-V def2-TZVPD def2/J DEFGRID3
* xyz 0 1
H -2.37 -1.60 -0.27
P -2.00 -0.24 -0.27
C -0.38 -0.50 0.02
C 0.43 0.73 0.25
O 2.01 0.54 -0.36
H 0.02 -1.47 0.32
H 0.57 0.78 1.45
H -0.01 1.66 0.05
H 1.73 0.09 -1.18
*
```

Atomic partial charges in e from the Löwdin method, atoms 1 to 6: -0.1502, 0.8274, -0.5642, -0.2476, -0.1556, 0.0534

No. 2
Here is a 9-piece molecular cluster, C18H54O9 overall at a distorted geometry from the Open Molecules 2025 dataset. Energies are from ωB97M-V/def2-TZVPD.

## Properties
**E_HOMO**: -9.7457 eV
**LUMO energy**: 0.283 eV
**Max |F|**: 1.49 eV Å⁻¹
**Molar mass**: 414.6 g/mol
**HOMO-LUMO gap**: 0.369 Eh
**ΔE to the lowest compared entry with this formula, charge and spin**: 67.44 kcal/mol

```
! RIJCOSX wB97M-V def2-TZVPD def2/J DEFGRID3
* xyz 0 1
C 22.02 -6.21 4.43
C 23.03 -7.16 5.00
O 23.35 -8.19 4.04
H 21.26 -6.79 3.90
H 22.44 -5.51 3.71
H 21.50 -5.66 5.22
H 22.54 -7.64 5.86
H 23.96 -6.73 5.37
H 22.80 -8.96 4.20
C 29.65 -0.62 1.58
C 29.84 -1.70 2.62
O 28.69 -2.49 2.83
H 30.36 0.19 1.72
H 28.62 -0.25 1.65
H 29.71 -1.02 0.57
H 30.09 -1.27 3.59
H 30.69 -2.35 2.36
H 28.48 -3.00 2.03
C 27.04 -6.74 4.73
C 28.10 -5.67 4.63
O 29.40 -6.21 4.89
H 27.07 -7.46 3.91
H 26.06 -6.29 4.86
H 27.18 -7.31 5.66
H 27.89 -4.85 5.32
H 28.10 -5.23 3.63
H 29.86 -6.32 4.06
C 29.22 -5.50 -1.24
C 29.82 -4.59 -0.20
O 29.17 -4.80 1.06
H 28.18 -5.24 -1.40
H 29.27 -6.54 -0.90
H 29.78 -5.47 -2.17
H 29.67 -3.54 -0.47
H 30.91 -4.66 -0.14
H 29.81 -4.89 1.77
C 29.62 -8.86 8.13
C 30.44 -7.67 7.70
O 29.65 -6.51 7.67
H 29.10 -8.67 9.07
H 30.21 -9.77 8.26
H 28.86 -9.09 7.37
H 30.89 -7.90 6.73
H 31.25 -7.51 8.41
H 29.58 -6.20 6.75
C 31.29 -9.01 2.88
C 31.97 -7.78 3.46
O 31.42 -6.56 2.93
H 31.90 -9.90 3.05
H 31.10 -8.91 1.81
H 30.34 -9.19 3.38
H 33.05 -7.82 3.26
H 31.92 -7.73 4.55
H 31.93 -6.37 2.14
C 33.23 -4.94 5.08
C 33.53 -5.26 6.53
O 34.92 -5.11 6.78
H 32.14 -4.94 4.95
H 33.63 -5.69 4.41
H 33.62 -3.96 4.80
H 33.21 -6.29 6.74
H 32.92 -4.63 7.18
H 35.11 -5.50 7.64
C 25.77 -7.13 0.02
C 24.89 -7.46 1.18
O 24.16 -6.29 1.56
H 26.50 -6.33 0.18
H 25.21 -6.82 -0.87
H 26.32 -8.02 -0.31
H 25.48 -7.80 2.03
H 24.22 -8.28 0.93
H 23.61 -6.53 2.30
C 25.42 -8.28 7.97
C 25.25 -9.70 7.51
O 23.87 -10.09 7.40
H 24.79 -8.06 8.83
H 25.18 -7.58 7.18
H 26.47 -8.15 8.24
H 25.69 -10.44 8.16
H 25.71 -9.79 6.52
H 23.46 -9.59 6.69
*
```

Atomic partial charges in e from the Löwdin method, atoms 1 to 6: -0.0795, -0.3058, -0.0854, 0.0854, 0.0721, 0.0804

No. 3
Here is C24H22N6O2RhS2 as an isolated structure at a distorted geometry from the Open Molecules 2025 dataset. Energies are from ωB97M-V/def2-TZVPD.

## Properties
**E_HOMO (spin up / spin down)**: -9.5371 / -11.2549 eV
**LUMO energy (spin up / spin down)**: -3.186 / -5.748 eV
**Max |F|**: 1.38 eV Å⁻¹
**<S²>**: 6.045
**Molar mass**: 593.5 g/mol
**HOMO-LUMO gap (spin up / spin down)**: 0.233 / 0.202 Eh

```
! RIJCOSX wB97M-V def2-TZVPD def2/J DEFGRID3
* xyz 1 5
Rh 0.35 -0.06 -0.14
N -1.58 -1.95 3.27
C -1.07 -1.50 2.09
S 0.08 -0.18 2.13
N -1.53 -1.98 0.96
N -0.99 -1.50 -0.13
C -1.42 -1.94 -1.40
C -2.42 -2.98 -1.60
C -2.43 -4.16 -0.84
C -3.36 -5.15 -1.10
C -4.32 -4.97 -2.09
C -4.33 -3.79 -2.84
C -3.39 -2.81 -2.60
C -0.79 -1.27 -2.47
C -0.76 -1.72 -3.81
C -0.09 -0.99 -4.76
C 0.54 0.21 -4.40
C 0.52 0.59 -3.07
N -0.10 -0.13 -2.14
H -1.04 -1.75 4.09
H -2.04 -2.85 3.25
H -1.67 -4.31 -0.09
H -3.33 -6.07 -0.54
H -5.04 -5.74 -2.29
H -5.08 -3.65 -3.60
H -3.41 -1.89 -3.17
H -1.22 -2.67 -4.06
H -0.03 -1.34 -5.78
H 1.05 0.82 -5.13
H 1.01 1.49 -2.73
O 2.26 -1.26 -0.89
C 2.90 -0.25 -0.52
O 2.28 0.75 0.01
C 4.37 -0.20 -0.70
C 5.21 0.33 0.28
C 6.58 0.30 0.09
C 7.11 -0.22 -1.08
C 6.28 -0.73 -2.06
C 4.91 -0.73 -1.87
H 4.78 0.74 1.18
H 7.23 0.69 0.86
H 8.19 -0.22 -1.22
H 6.69 -1.13 -2.98
H 4.24 -1.15 -2.61
C -3.52 0.86 -2.29
N -3.65 0.62 -0.87
C -4.66 -0.10 -0.25
C -4.43 -0.06 1.08
N -3.29 0.69 1.25
C -2.80 1.10 0.06
S -1.41 2.03 -0.21
H -4.40 0.47 -2.80
H -2.62 0.38 -2.68
H -3.44 1.93 -2.48
H -5.45 -0.57 -0.81
H -4.98 -0.49 1.90
H -2.86 0.92 2.13
*
```

Atomic partial charges in e from the Löwdin method, atoms 1 to 6: 0.9381, 0.1020, -0.7858, 0.7162, 0.0383, -0.1281